Record 1
# C2H4O3

A cluster of 2 separate species, C2H4O3 in total at a distorted geometry (ωB97M-V with the def2-TZVPD basis set, the Open Molecules 2025 dataset).

## Properties
Gap between HOMO and LUMO (spin up / spin down): 9.37 / 9.38 eV
Energy relative to the best compared isomer or geometry (same formula, charge and spin): 6.429 eV

```
! RIJCOSX wB97M-V def2-TZVPD def2/J DEFGRID3
* xyz 0 1
C -0.079 -0.336 -0.735
C 0.115 0.641 1.426
O -0.060 -2.087 -3.679
O 0.190 -1.237 -1.514
O 0.471 -0.330 0.480
H -0.571 0.584 -1.054
H 0.718 0.744 2.347
H -0.940 0.408 1.808
H 0.156 1.613 0.922
*
```

Results of the natural (NBO) charge analysis, in e, for atoms 1 through 2: 0.645 -0.268

Record 2
# C2H4O3

A cluster of 2 separate species, C2H4O3 in total at a distorted geometry (ωB97M-V with the def2-TZVPD basis set, the Open Molecules 2025 dataset).

## Properties
Gap between HOMO and LUMO: 9.44 eV
Energy relative to the best compared isomer or geometry (same formula, charge and spin): 5.856 eV
SMILES: C=C=O.OO

```
! RIJCOSX wB97M-V def2-TZVPD def2/J DEFGRID3
* xyz 0 1
C 0.832 -0.987 0.527
C 1.543 -0.015 -0.065
O 2.513 0.420 -0.568
H 0.217 -1.655 -0.049
H 0.799 -1.082 1.596
O -0.943 0.504 -0.204
O -2.186 1.222 -0.253
H 0.004 1.030 -0.341
H -2.779 0.562 -0.642
*
```

Results of the natural (NBO) charge analysis, in e, for atoms 1 through 2: -0.618 0.579

Record 3
# C2H4O3

The molecule C2H4O3 at a distorted geometry (ωB97M-V with the def2-TZVPD basis set, the Open Molecules 2025 dataset).

## Properties
Gap between HOMO and LUMO: 10.53 eV
Energy relative to the best compared isomer or geometry (same formula, charge and spin): 2.298 eV
SMILES: O=C(O)CO

```
! RIJCOSX wB97M-V def2-TZVPD def2/J DEFGRID3
* xyz 0 1
O -1.668 -0.651 -0.089
C -0.633 -0.111 0.141
O -0.582 1.115 0.091
C 0.809 -0.762 0.012
O 1.863 0.237 -0.058
H -1.452 1.416 -0.481
H 1.051 -1.197 1.057
H 1.122 -1.697 -0.744
H 1.316 1.116 -0.301
*
```

Results of the natural (NBO) charge analysis, in e, for atoms 1 through 2: -0.601 0.762

Record 4
# C2H4O3

The molecule C2H4O3 at a distorted geometry (ωB97M-V with the def2-TZVPD basis set, the Open Molecules 2025 dataset).

## Properties
Gap between HOMO and LUMO: 11.22 eV
Energy relative to the best compared isomer or geometry (same formula, charge and spin): 1.853 eV
SMILES: OC1(O)CO1

```
! RIJCOSX wB97M-V def2-TZVPD def2/J DEFGRID3
* xyz 0 1
O -1.615 0.975 -0.004
C -0.425 0.118 0.349
O -0.913 -1.153 0.485
C 0.917 0.421 -0.132
O 0.496 0.582 1.227
H -2.389 0.442 0.201
H -0.450 -1.630 1.183
H 1.596 -0.409 -0.298
H 1.120 1.341 -0.653
*
```

Results of the natural (NBO) charge analysis, in e, for atoms 1 through 2: -0.723 0.718

Record 5
# C2H4O3P

The ion C2H4O3P with charge -1 at a distorted geometry (ωB97M-V with the def2-TZVPD basis set, the Open Molecules 2025 dataset).

## Properties
Gap between HOMO and LUMO (spin up / spin down): 6.70 / 6.70 eV
Energy relative to the best compared isomer or geometry (same formula, charge and spin): 3.452 eV
SMILES: C[C@]([O-])(O)P=O

```
! RIJCOSX wB97M-V def2-TZVPD def2/J DEFGRID3
* xyz -1 1
C 0.483 0.272 0.413
C -0.849 -0.529 0.108
O -1.045 -1.609 0.791
O -1.018 -0.745 -1.336
P -2.566 0.527 0.561
O -3.400 0.178 -0.560
H 0.665 1.078 -0.244
H 1.111 -0.564 0.226
H 0.337 0.465 1.469
H -1.037 -1.643 -1.634
*
```

Results of the natural (NBO) charge analysis, in e, for atoms 1 through 2: -0.702 0.353

Record 6
# C2H4O3P

A structure of composition C2H4O3P at a distorted geometry (ωB97M-V with the def2-TZVPD basis set, the Open Molecules 2025 dataset).

## Properties
Gap between HOMO and LUMO: 9.18 eV
Energy relative to the best compared isomer or geometry (same formula, charge and spin): 1.047 eV

```
! RIJCOSX wB97M-V def2-TZVPD def2/J DEFGRID3
* xyz -1 1
C 0.960 0.487 -0.526
C 0.408 -0.560 0.449
O -2.009 1.028 1.095
O -0.142 1.311 -0.965
O -2.115 -1.189 -0.239
P -1.328 0.088 0.120
H 1.772 1.134 -0.279
H 1.385 -0.152 -1.301
H 0.485 -1.560 0.097
H 0.584 -0.587 1.549
*
```

Results of the natural (NBO) charge analysis, in e, for atoms 1 through 2: -0.093 -0.814

Record 7
# C2H4O3P

The ion C2H4O3P with charge -1 at a distorted geometry (ωB97M-V with the def2-TZVPD basis set, the Open Molecules 2025 dataset).

## Properties
Gap between HOMO and LUMO (spin up / spin down): 4.74 / 6.92 eV
Energy relative to the best compared isomer or geometry (same formula, charge and spin): 1.552 eV

```
! RIJCOSX wB97M-V def2-TZVPD def2/J DEFGRID3
* xyz -1 3
C 0.997 -0.551 0.109
C -0.186 0.322 0.096
O 3.677 -1.338 -0.073
O 1.936 0.164 1.145
O 3.789 1.221 -0.416
P 2.959 -0.031 -0.114
H 0.688 -1.484 0.423
H -0.087 1.375 -0.336
H -0.428 0.393 1.095
H -0.948 -0.148 -0.454
*
```

Results of the natural (NBO) charge analysis, in e, for atoms 1 through 2: 0.051 -0.680

Record 8
# C2H4O3S

A cluster of 2 separate species, C2H4O3S in total at a distorted geometry (ωB97M-V with the def2-TZVPD basis set, the Open Molecules 2025 dataset).

## Properties
Gap between HOMO and LUMO: 9.10 eV
Energy relative to the best compared isomer or geometry (same formula, charge and spin): 2.182 eV

```
! RIJCOSX wB97M-V def2-TZVPD def2/J DEFGRID3
* xyz 0 1
C 1.127 -0.096 -0.932
C -0.192 -0.166 -0.309
O 1.558 0.975 -1.310
O 1.860 -1.213 -0.851
O -1.279 -0.203 -0.941
S -2.114 0.539 2.605
H -1.190 1.335 3.133
H 2.778 -1.037 -1.103
H -1.265 -0.278 -1.924
H -1.284 0.143 1.633
*
```

Results of the natural (NBO) charge analysis, in e, for atoms 1 through 2: 0.609 0.263

Record 9
# C2H4O3S3

A cluster of 2 separate species, C2H4O3S3 in total at a distorted geometry (ωB97M-V with the def2-TZVPD basis set, the Open Molecules 2025 dataset).

## Properties
Gap between HOMO and LUMO: 9.39 eV
Energy relative to the best compared isomer or geometry (same formula, charge and spin): 3.309 eV
SMILES: O=C1S[C@]1(O)S.OS

```
! RIJCOSX wB97M-V def2-TZVPD def2/J DEFGRID3
* xyz 0 1
O 0.504 1.141 -1.416
C -0.237 0.924 -0.504
S -0.729 1.594 1.000
C -1.239 0.042 0.022
O -2.577 -0.068 -0.247
S -0.786 -1.689 0.715
H -2.835 0.434 -1.124
H -1.971 -1.929 1.165
O 1.836 -0.187 0.673
S 3.190 0.631 0.081
H 2.082 -1.075 0.661
H 2.763 0.183 -1.028
*
```

Results of the natural (NBO) charge analysis, in e, for atoms 1 through 2: -0.512 0.356

Record 10
# C2H4O3Tl

A structure of composition C2H4O3Tl at a distorted geometry (ωB97M-V with the def2-TZVPD basis set, the Open Molecules 2025 dataset).

## Properties
Gap between HOMO and LUMO: 4.10 eV
Energy relative to the best compared isomer or geometry (same formula, charge and spin): 6.000 eV

```
! RIJCOSX wB97M-V def2-TZVPD def2/J DEFGRID3
* xyz 1 1
Tl -0.085 1.717 1.770
C -0.703 -1.431 -1.902
C -0.357 -0.365 -0.805
O -0.629 0.834 -1.028
O 0.158 -0.737 0.274
H -0.843 -2.338 -1.321
H 0.153 -1.511 -2.569
H -1.573 -1.065 -2.437
O 1.800 2.203 3.611
H 2.080 2.691 4.406
*
```

Results of the Mulliken charge analysis, in e, for atoms 1 through 2: 1.053 -0.793

Record 11
# C2H4O3Yb

A structure of composition C2H4O3Yb at a distorted geometry (ωB97M-V with the def2-TZVPD basis set, the Open Molecules 2025 dataset).

## Properties
Gap between HOMO and LUMO (spin up / spin down): 7.09 / 5.92 eV

```
! RIJCOSX wB97M-V def2-TZVPD def2/J DEFGRID3
* xyz 2 3
O 0.969 1.388 0.974
C 0.637 0.903 -0.138
Yb -0.194 -2.295 -0.231
O -0.358 1.041 -0.963
O 1.155 -0.283 -0.137
H 1.536 0.169 1.135
C -1.571 1.727 -0.627
H -1.914 1.550 0.396
H -1.336 2.794 -0.668
H -2.325 1.401 -1.349
*
```

Results of the natural (NBO) charge analysis, in e, for atoms 1 through 2: -0.552 1.034

Record 12
# C2H4O4

The molecule C2H4O4 (ωB97M-V with the def2-TZVPD basis set, the Open Molecules 2025 dataset).

## Properties
Gap between HOMO and LUMO: 11.37 eV
Energy relative to the best compared isomer or geometry (same formula, charge and spin): 0.720 eV
SMILES: O=COC(O)O

```
! RIJCOSX wB97M-V def2-TZVPD def2/J DEFGRID3
* xyz 0 1
O -1.400 -0.868 1.624
C -0.324 -0.364 1.673
O 0.390 0.104 0.653
C -0.163 0.009 -0.676
O 0.649 -0.793 -1.427
O -0.326 1.272 -1.169
H 0.257 -0.204 2.596
H -1.151 -0.464 -0.631
H 1.548 -0.436 -1.458
H 0.518 1.744 -1.183
*
```

Results of the natural (NBO) charge analysis, in e, for atoms 1 through 2: -0.570 0.658

Record 13
# C2H4O4RuS

A structure of composition C2H4O4RuS at a distorted geometry (ωB97M-V with the def2-TZVPD basis set, the Open Molecules 2025 dataset).

## Properties
Gap between HOMO and LUMO (spin up / spin down): 8.78 / 6.49 eV

```
! RIJCOSX wB97M-V def2-TZVPD def2/J DEFGRID3
* xyz 1 6
S -0.787 0.421 -2.747
O -0.229 1.768 -2.359
O 0.446 -0.595 -2.771
O -1.495 -0.174 -1.435
C -0.130 0.505 1.513
C 0.788 -0.650 1.463
O 0.908 -1.412 0.501
Ru -0.099 -1.481 -1.146
H 0.230 1.192 2.297
H -0.013 1.069 0.574
H -1.126 0.116 1.816
H 1.507 -0.760 2.293
*
```

Results of the natural (NBO) charge analysis, in e, for atoms 1 through 2: 1.737 -0.846

Record 14
# C2H4O6S3

The ion C2H4O6S3 with charge -2 at a distorted geometry (ωB97M-V with the def2-TZVPD basis set, the Open Molecules 2025 dataset).

## Properties
Gap between HOMO and LUMO: 6.17 eV
Energy relative to the best compared isomer or geometry (same formula, charge and spin): 0.000 eV

```
! RIJCOSX wB97M-V def2-TZVPD def2/J DEFGRID3
* xyz -2 1
C -2.145 0.136 0.414
C 1.004 -0.273 -0.499
O -0.096 -1.725 1.405
O 3.516 -0.867 -0.134
O -0.825 -2.042 -0.906
O 3.014 1.559 -0.462
O -0.129 1.868 1.278
O -0.814 1.847 -1.101
S 0.392 -1.913 -0.030
S 2.660 0.321 0.334
S -0.542 1.087 0.128
H -1.953 -0.327 1.282
H -2.933 0.826 0.169
H -2.138 -0.500 -0.381
H 0.989 0.003 -1.498
*
```

Results of the natural (NBO) charge analysis, in e, for atoms 1 through 2: -0.806 -0.752

Record 15
# C2H4OS

A cluster of 2 separate species, C2H4OS in total at a distorted geometry (ωB97M-V with the def2-TZVPD basis set, the Open Molecules 2025 dataset).

## Properties
Gap between HOMO and LUMO (spin up / spin down): 8.50 / 8.39 eV
Energy relative to the best compared isomer or geometry (same formula, charge and spin): 6.711 eV

```
! RIJCOSX wB97M-V def2-TZVPD def2/J DEFGRID3
* xyz 0 1
C -2.312 -0.013 -0.248
C 1.896 0.394 -0.172
O 0.299 -1.606 0.208
S 0.326 -0.201 0.032
H -2.091 -0.488 0.769
H -2.983 0.912 -0.165
H 2.763 -0.430 -0.078
H 2.101 1.433 -0.346
*
```

Results of the natural (NBO) charge analysis, in e, for atoms 1 through 2: -0.275 -0.752

Record 16
# C2H4OS

The molecule C2H4OS at a distorted geometry (ωB97M-V with the def2-TZVPD basis set, the Open Molecules 2025 dataset).

## Properties
Gap between HOMO and LUMO: 10.28 eV
Energy relative to the best compared isomer or geometry (same formula, charge and spin): 1.789 eV
SMILES: S[C@H]1CO1

```
! RIJCOSX wB97M-V def2-TZVPD def2/J DEFGRID3
* xyz 0 1
S -1.331 1.096 -0.996
C -0.525 -0.345 0.103
C 0.923 -0.480 0.041
O 0.238 0.049 1.156
H -0.956 2.049 -0.148
H -1.224 -1.160 0.199
H 1.387 -1.447 0.185
H 1.487 0.239 -0.541
*
```

Results of the natural (NBO) charge analysis, in e, for atoms 1 through 2: -0.149 0.031

Record 17
# C2H4OS2

The molecule C2H4OS2 at a distorted geometry (ωB97M-V with the def2-TZVPD basis set, the Open Molecules 2025 dataset).

## Properties
Gap between HOMO and LUMO: 8.54 eV
Energy relative to the best compared isomer or geometry (same formula, charge and spin): 0.569 eV
SMILES: OCC(=S)S

```
! RIJCOSX wB97M-V def2-TZVPD def2/J DEFGRID3
* xyz 0 1
O 1.559 -0.567 -0.423
C 0.250 -0.905 0.082
C -0.738 0.270 -0.048
S -2.331 -0.036 -0.192
S 0.100 1.780 -0.106
H 1.987 -0.120 0.312
H -0.122 -1.728 -0.538
H 0.306 -1.294 1.083
H -1.011 2.599 -0.172
*
```

Results of the natural (NBO) charge analysis, in e, for atoms 1 through 2: -0.699 -0.151

Record 18
# C2H4OS2

A structure of composition C2H4OS2 at a distorted geometry (ωB97M-V with the def2-TZVPD basis set, the Open Molecules 2025 dataset).

## Properties
Gap between HOMO and LUMO: 8.43 eV
Energy relative to the best compared isomer or geometry (same formula, charge and spin): 2.581 eV

```
! RIJCOSX wB97M-V def2-TZVPD def2/J DEFGRID3
* xyz 0 1
C 0.345 0.051 -0.462
C -0.742 -0.146 1.208
O 1.472 -0.777 -0.539
S 0.413 1.756 -1.018
S -0.752 0.257 -1.863
H -1.560 0.567 1.321
H 0.110 -0.140 1.756
H -1.325 -0.963 0.891
H 2.039 -0.605 -1.295
*
```

Results of the natural (NBO) charge analysis, in e, for atoms 1 through 2: -0.010 -0.523

Record 19
# C2H4OS2

The molecule C2H4OS2 at a distorted geometry (ωB97M-V with the def2-TZVPD basis set, the Open Molecules 2025 dataset).

## Properties
Gap between HOMO and LUMO: 8.04 eV
Energy relative to the best compared isomer or geometry (same formula, charge and spin): 3.491 eV
SMILES: OCC(=S)S

```
! RIJCOSX wB97M-V def2-TZVPD def2/J DEFGRID3
* xyz 0 1
O 1.873 0.261 -0.067
C 0.571 0.483 -0.458
C -0.760 -0.102 -0.072
S -2.300 0.377 -0.564
S -0.489 -1.198 1.235
H 2.263 -0.807 -0.157
H 0.578 1.432 -0.239
H 0.270 0.335 -1.543
H -2.005 -0.782 1.865
*
```

Results of the natural (NBO) charge analysis, in e, for atoms 1 through 2: -0.676 -0.156

Record 20
# C2H4OS3

The molecule C2H4OS3 at a distorted geometry (ωB97M-V with the def2-TZVPD basis set, the Open Molecules 2025 dataset).

## Properties
Gap between HOMO and LUMO: 8.96 eV
Energy relative to the best compared isomer or geometry (same formula, charge and spin): 2.575 eV
SMILES: C[C@@H]1S[S@@]1(=O)=S

```
! RIJCOSX wB97M-V def2-TZVPD def2/J DEFGRID3
* xyz 0 1
C -1.239 0.716 0.215
C -0.193 -0.480 0.376
S 1.277 0.002 1.368
S 1.257 -0.392 -0.656
O 1.440 0.746 -1.513
S 2.056 -2.089 -1.085
H -0.431 1.333 -0.302
H -1.591 1.076 1.188
H -2.080 0.470 -0.389
H -0.497 -1.383 0.797
*
```

Results of the natural (NBO) charge analysis, in e, for atoms 1 through 2: -0.625 -0.513

These records have energy values of -8275.1304 -8275.7030 -8279.2607 -8279.7063 -17569.7811 -17572.1864 -17568.1246 -19113.6406 -40783.7325 -12961.3388 -39786.5956 -10328.6793 -23733.2608 -46927.0853 -15014.7547 -15019.6767 -25855.9261 -25853.9140 -25853.0044 -36689.4858 eV, in the order they appear.